No. 1
C4H14N2O2 | the ωB97M-V functional and the def2-TZVPD basis

CARTESIAN COORDINATES (ANGSTROEM)
N -2.058 -0.033 -2.294
C -0.694 -0.689 -2.135
C 0.309 0.414 -1.710
C 0.749 0.499 -0.288
N -0.538 0.625 0.563
C -0.251 1.506 1.615
O 0.980 1.316 2.305
H -1.951 0.644 -3.035
H -2.333 0.429 -1.461
H -0.396 -1.125 -3.066
H -0.785 -1.441 -1.351
H -0.294 1.434 -1.839
H 1.242 0.419 -2.475
H 1.396 -0.260 0.027
H 1.503 1.375 -0.122
H -0.909 -0.319 0.808
H -0.032 2.441 1.194
H -1.161 1.643 2.323
H 0.992 1.362 3.288
O 1.157 -3.136 1.508
H 1.505 -2.666 0.775
H 1.619 -3.906 1.656

As for the LUMO energy: 0.724 eV. The SMILES is NCCCNCO.O. Its relative energy (zero: lowest compared OMol25 entry of this formula, charge and spin) is 232.8 kJ/mol. The total charge is 0.

---

No. 2
C32H34N4O2Pd | the ωB97M-V functional and the def2-TZVPD basis

CARTESIAN COORDINATES (ANGSTROEM)
Pd -0.075 0.050 -0.024
O -1.587 0.085 1.265
C -2.286 -0.975 1.557
C -3.130 -0.895 2.690
C -3.921 -1.943 3.079
C -3.925 -3.141 2.352
C -3.132 -3.246 1.241
C -2.299 -2.193 0.809
C -1.509 -2.430 -0.357
N -0.646 -1.611 -0.855
N 0.090 -1.987 -1.946
C 1.017 -1.109 -2.230
O 1.187 0.009 -1.590
C 1.930 -1.398 -3.357
C 1.860 -2.596 -4.065
C 2.743 -2.834 -5.105
C 3.697 -1.886 -5.447
C 3.767 -0.690 -4.746
C 2.887 -0.446 -3.705
H -3.118 0.037 3.239
H -4.547 -1.844 3.957
H -4.547 -3.969 2.665
H -3.135 -4.165 0.665
H -1.625 -3.380 -0.871
H 1.112 -3.325 -3.788
H 2.688 -3.766 -5.652
H 4.389 -2.078 -6.257
H 4.505 0.057 -5.010
H 2.927 0.477 -3.144
C 5.337 -0.349 4.754
C 4.687 -1.588 4.138
C 4.098 -2.441 5.272
C 5.771 -2.382 3.393
C 3.577 -1.229 3.162
C 2.876 -2.273 2.497
C 1.877 -1.950 1.617
N 1.530 -0.693 1.358
C 2.166 0.356 1.969
C 3.210 0.060 2.886
C 1.723 1.660 1.636
C 2.291 2.857 2.144
C 1.828 4.089 1.772
C 0.747 4.132 0.847
C 0.220 2.958 0.384
N 0.671 1.754 0.756
C 2.408 5.391 2.299
C 3.555 5.158 3.284
C 2.943 6.216 1.119
C 1.300 6.170 3.025
H 6.125 -0.662 5.441
H 4.613 0.240 5.321
H 5.791 0.283 3.989
H 4.875 -2.689 5.998
H 3.675 -3.374 4.898
H 3.308 -1.891 5.788
H 6.590 -2.628 4.072
H 6.173 -1.790 2.569
H 5.381 -3.314 2.983
H 3.114 -3.312 2.668
H 1.329 -2.721 1.086
H 3.712 0.887 3.367
H 3.113 2.770 2.839
H 0.335 5.070 0.506
H -0.610 2.959 -0.312
H 4.384 4.628 2.811
H 3.222 4.590 4.155
H 3.930 6.121 3.635
H 3.712 5.655 0.585
H 3.383 7.148 1.481
H 2.152 6.466 0.412
H 0.895 5.574 3.845
H 0.480 6.423 2.352
H 1.700 7.099 3.437

The expectation value of S² is 2.028. As for the LUMO energy (alpha / beta): -0.200 / -1.649 eV. As for the spin multiplicity: 3. The total charge is 0.

---

No. 3
C39H61Br2F3KMgN3O11S5 | the ωB97M-V functional and the def2-TZVPD basis

CARTESIAN COORDINATES (ANGSTROEM)
C -5.759 -0.199 0.792
C -4.913 -0.025 1.625
C -3.747 0.207 2.510
C -2.442 -0.131 1.708
C -1.407 1.028 1.718
C 0.122 0.608 1.683
C 0.804 1.857 1.003
C 1.290 1.712 -0.461
C 2.069 2.966 -0.874
O 2.863 2.894 -1.760
O 1.804 4.160 -0.258
C 0.318 -0.726 0.887
C -0.455 -0.776 -0.463
C -1.592 -1.839 -0.704
C -0.987 -3.187 -1.304
S -2.162 -4.566 -1.315
C -2.629 -4.929 0.407
S -1.733 -6.012 1.216
N -3.726 -4.234 0.889
C -4.889 -4.309 -0.034
C -5.289 -5.782 -0.324
C -4.112 -4.619 2.254
C -3.273 -3.959 3.347
S 0.372 -2.247 1.867
O -0.861 -2.977 1.919
O 1.390 -3.050 1.262
O 0.851 -1.962 3.376
C 0.365 -0.717 3.948
C -1.113 -0.749 4.400
C 0.829 0.472 3.067
S 0.552 1.994 4.141
C 2.378 0.349 3.057
C 3.239 0.340 1.964
C 4.614 0.234 2.121
N 5.307 0.134 3.245
C 4.463 0.192 4.288
C 3.095 0.295 4.276
H -6.292 -0.415 -0.106
H -3.903 -0.484 3.344
H -3.784 1.260 2.805
H -2.078 -1.083 2.089
H -2.815 -0.323 0.701
H -1.603 1.579 0.789
H -1.686 1.760 2.523
H 0.150 2.737 1.018
H 1.664 2.232 1.573
H 1.903 0.836 -0.676
H 0.411 1.735 -1.112
H 2.253 4.198 0.597
H 1.365 -0.660 0.581
H 0.253 -0.861 -1.316
H -0.900 0.213 -0.609
H -2.236 -1.454 -1.511
H -2.254 -2.049 0.127
H -0.814 -2.966 -2.381
H -0.005 -3.436 -0.879
H -4.703 -3.786 -0.972
H -5.750 -3.806 0.413
H -4.967 -6.056 -1.334
H -6.378 -5.873 -0.246
H -4.873 -6.503 0.384
H -5.132 -4.238 2.398
H -4.195 -5.704 2.400
H -2.269 -4.382 3.417
H -3.164 -2.884 3.185
H -3.762 -4.142 4.312
H 0.877 -0.662 4.909
H -1.202 -0.962 5.473
H -1.587 -1.608 3.916
H -1.663 0.177 4.233
H 0.844 1.623 5.406
H 2.843 0.449 0.965
H 5.215 0.230 1.208
H 4.943 0.149 5.267
H 2.570 0.329 5.223
K 0.043 -1.737 -3.315
C -1.984 2.934 -4.972
F -2.157 4.231 -4.744
F -2.820 2.591 -5.961
F -0.736 2.789 -5.436
S -2.253 1.894 -3.462
O -3.689 2.119 -3.002
O -1.297 2.382 -2.507
O -2.011 0.539 -3.913
O -3.516 -3.200 6.906
H -4.050 -4.015 7.133
H -2.555 -3.434 6.711
H -3.581 -2.511 7.631
C 2.359 9.260 -2.865
C 1.307 8.393 -3.131
C 1.393 7.060 -2.753
C 2.527 6.594 -2.100
C 3.577 7.463 -1.831
C 3.495 8.794 -2.217
H 2.293 10.299 -3.163
H 0.420 8.757 -3.634
H 0.576 6.382 -2.967
H 2.592 5.561 -1.804
H 4.461 7.101 -1.320
H 4.316 9.470 -2.011
Br -4.765 1.269 -1.097
Mg -1.959 3.209 3.544
C -1.611 4.759 -9.698
C -2.966 4.189 -9.319
O -2.833 2.894 -8.746
H -1.107 4.102 -10.408
H -1.713 5.749 -10.146
H -0.967 4.839 -8.819
H -3.599 4.091 -10.201
H -3.472 4.844 -8.601
H -2.284 2.978 -7.961
C 5.357 -3.846 1.729
C 6.638 -3.191 2.291
O 7.629 -4.106 2.356
H 5.017 -4.666 2.363
H 4.543 -3.110 1.678
H 5.516 -4.228 0.719
H 6.326 -2.727 3.253
H 6.814 -2.298 1.652
C 8.844 -6.309 -1.514
C 8.469 -5.513 -0.343
N 8.180 -4.889 0.579
H 7.967 -6.815 -1.915
H 9.264 -5.661 -2.281
H 9.586 -7.054 -1.233
Br -4.502 4.158 -2.741

As for the LUMO energy: -2.975 eV. The total charge is 0.